P) # C6H14N4

A cluster of 2 separate species, C6H14N4 in total (ωB97M-V/def2-TZVPD, the OMol25 dataset).

```
! RIJCOSX wB97M-V def2-TZVPD def2/J DEFGRID3
* xyz 2 1
C 3.07 -0.20 1.62
C 1.92 -0.87 1.31
C 4.09 0.15 0.80
C -1.85 1.61 -0.54
C -1.52 -0.30 1.07
C -1.68 0.06 -0.39
N 4.96 0.52 0.13
N -0.56 -0.34 -2.33
N 1.45 -1.18 0.10
N -0.50 -0.04 -1.13
H 3.26 0.05 2.66
H 1.28 -1.15 2.14
H -2.18 1.88 -1.54
H -2.60 1.91 0.19
H -0.92 2.14 -0.31
H -1.37 -1.37 1.20
H -2.43 -0.03 1.61
H -0.69 0.25 1.51
H -2.54 -0.45 -0.86
H 5.85 0.62 -0.32
H -1.43 -0.62 -2.81
H 0.28 -0.24 -2.92
H 2.06 -1.08 -0.70
H 0.72 -1.87 0.05
*
```

The calculation puts the HOMO energy at -16.91 eV.

---

Q) # C6H14N4

A structure of composition C6H14N4 (ωB97M-V/def2-TZVPD, the OMol25 dataset).

```
! RIJCOSX wB97M-V def2-TZVPD def2/J DEFGRID3
* xyz 2 1
C 1.67 -0.30 -0.59
C -1.11 -0.84 0.73
C 1.80 -0.70 0.69
C -0.41 -1.16 1.82
C 0.43 -0.22 -1.23
C -0.78 -0.42 -0.62
N 3.24 -0.63 1.26
N -2.06 -0.05 -1.36
N 0.04 -1.41 3.01
N -2.01 2.46 -1.80
H 2.63 0.22 -1.07
H -2.16 -1.03 0.78
H 0.42 0.24 -2.21
H -2.08 1.24 -1.70
H 3.35 0.04 2.03
H 3.94 -0.55 0.48
H -2.78 -0.09 -0.75
H -2.19 -0.55 -2.23
H 0.19 -2.44 3.12
H 0.56 -0.70 3.48
H 3.43 -1.53 1.68
H -2.56 2.74 -2.57
H -1.13 2.89 -2.06
H -2.42 2.79 -0.89
*
```

The calculation puts the HOMO energy at -15.33 eV.

---

Stability check: which of them is least stable? Q).

---

P) # C4H16O3

A cluster of 4 separate species, C4H16O3 in total (ωB97M-V/def2-TZVPD, the OMol25 dataset).

```
! RIJCOSX wB97M-V def2-TZVPD def2/J DEFGRID3
* xyz 0 1
C 0.16 -1.99 0.17
C 0.45 -0.55 0.75
C 0.22 0.61 -0.22
C 0.88 1.91 0.23
H -0.86 -2.13 -0.17
H 0.27 -2.67 1.01
H 0.79 -2.12 -0.70
H 1.58 -0.57 0.87
H -0.14 -0.27 1.68
H 0.59 0.31 -1.24
H -0.83 0.78 -0.38
H 0.58 2.72 -0.41
H 2.00 1.87 0.36
H 0.54 2.21 1.24
O -3.03 -0.59 -1.66
H -3.24 0.10 -0.98
H -2.82 0.00 -2.40
O 4.04 -0.44 -0.36
H 4.64 -0.11 -1.03
H 3.26 0.08 -0.61
O -3.16 0.51 0.94
H -3.60 0.22 1.75
H -2.30 0.12 1.15
*
```

The calculation puts the HOMO energy at -10.97 eV.

---

Q) # C4H16O3

A cluster of 4 separate species, C4H16O3 in total (ωB97M-V/def2-TZVPD, the OMol25 dataset).

```
! RIJCOSX wB97M-V def2-TZVPD def2/J DEFGRID3
* xyz 0 1
C 2.73 -0.94 -0.38
C 1.72 0.14 0.00
C 0.50 0.13 -0.91
C -0.40 1.34 -0.58
H 2.40 -1.93 -0.11
H 3.71 -0.71 0.07
H 2.91 -0.90 -1.45
H 2.23 1.10 -0.10
H 1.45 -0.08 1.04
H -0.08 -0.78 -0.90
H 0.90 0.25 -1.92
H -0.54 1.45 0.50
H -1.40 1.26 -1.02
H 0.09 2.24 -0.97
O -2.20 -1.79 -1.28
H -2.26 -1.43 -0.40
H -2.22 -2.75 -1.21
O -0.13 -3.02 1.11
H 0.14 -3.24 2.00
H -0.54 -3.82 0.75
O -3.18 4.34 1.60
H -3.10 3.93 2.47
H -2.72 5.18 1.68
*
```

The calculation puts the HOMO energy at -10.76 eV.

---

Stability check: which of them is least stable? P).

---

P) # C28H36FN6O9SScSe

A structure of composition C28H36FN6O9SScSe (ωB97M-V/def2-TZVPD, the OMol25 dataset).

```
! RIJCOSX wB97M-V def2-TZVPD def2/J DEFGRID3
* xyz -2 1
Sc -0.12 -0.64 -0.11
C 1.39 5.58 1.93
C 1.00 4.23 1.30
O 0.81 4.23 0.08
C 0.85 3.15 2.22
C 0.56 1.79 1.99
C -0.23 1.06 3.06
N 0.96 1.01 1.01
N 1.90 1.59 0.15
C 1.72 1.30 -1.10
O 0.79 0.56 -1.61
C 2.73 1.86 -2.04
C 2.83 1.35 -3.33
C 3.77 1.84 -4.23
C 4.61 2.88 -3.85
C 4.51 3.41 -2.56
C 3.58 2.91 -1.67
H 0.64 6.32 1.66
H 2.34 5.90 1.49
H 1.50 5.54 3.02
H 0.76 3.46 3.26
H -0.17 1.61 4.00
H 0.14 0.05 3.20
H -1.28 0.98 2.78
H 2.16 0.54 -3.60
H 3.84 1.43 -5.22
H 5.34 3.27 -4.54
H 5.15 4.23 -2.27
H 3.45 3.33 -0.68
C -3.45 -3.20 2.47
S -1.95 -2.70 1.55
C -0.83 -3.56 2.66
O -1.92 -1.23 1.88
H -3.39 -2.84 3.50
H -3.55 -4.29 2.45
H -4.30 -2.74 1.97
H -0.88 -4.62 2.43
H -1.10 -3.35 3.69
H 0.16 -3.17 2.39
C 4.78 -2.88 5.26
N 5.01 -1.58 4.69
C 5.91 -0.63 5.14
C 5.80 0.43 4.31
N 4.83 0.13 3.37
C 4.37 0.99 2.30
C 4.33 -1.12 3.60
Se 3.04 -1.97 2.63
H 5.44 -3.01 6.12
H 4.96 -3.66 4.52
H 3.74 -2.97 5.58
H 6.54 -0.79 5.99
H 6.31 1.38 4.31
H 4.92 1.93 2.35
H 3.30 1.19 2.40
H 4.51 0.51 1.34
O 0.24 -2.27 0.46
C -3.64 -1.54 -1.82
C -3.27 -0.24 -1.20
C -4.23 0.92 -1.22
O -2.21 -0.08 -0.63
H -4.67 -1.55 -2.17
H -3.45 -2.34 -1.11
H -2.96 -1.70 -2.67
H -5.15 0.71 -1.76
H -3.73 1.78 -1.68
H -4.46 1.19 -0.19
F -1.98 0.15 -8.43
C -1.36 -0.95 -7.96
C -0.75 -0.94 -6.77
N -0.08 -2.03 -6.27
C 0.48 -1.95 -4.92
C -0.59 -1.71 -3.82
O -1.68 -1.23 -4.23
O -0.20 -1.97 -2.68
C -0.06 -3.22 -6.96
O 0.48 -4.24 -6.57
N -0.72 -3.19 -8.18
C -1.39 -2.13 -8.79
O -1.90 -2.25 -9.88
H -0.76 -0.08 -6.12
H 1.16 -1.09 -4.89
H 1.05 -2.85 -4.72
H -0.70 -4.05 -8.69
*
```

The calculation puts the HOMO energy at -1.45 eV.

---

Q) # C28H36FN6O9SScSe

A structure of composition C28H36FN6O9SScSe (ωB97M-V/def2-TZVPD, the OMol25 dataset).

```
! RIJCOSX wB97M-V def2-TZVPD def2/J DEFGRID3
* xyz -2 1
Sc 0.07 -0.01 -0.08
C -0.04 -4.38 0.94
C -0.24 -2.87 0.95
O 0.32 -2.31 -0.09
C -0.68 -2.30 2.29
C -1.03 -0.66 2.45
C -2.84 -0.22 1.90
N -0.02 0.23 2.17
N 1.22 -0.26 2.70
C 2.22 -0.17 1.84
O 2.05 -0.45 0.61
C 3.60 -0.35 2.38
C 3.84 -0.59 3.73
C 5.13 -0.76 4.20
C 6.21 -0.68 3.32
C 5.98 -0.43 1.98
C 4.68 -0.27 1.51
H 0.26 -4.68 -0.06
H 0.75 -4.69 1.64
H -0.96 -4.92 1.21
H -0.79 -2.96 3.16
H -3.62 -0.82 2.38
H -3.07 0.84 2.13
H -3.09 -0.29 0.93
H 2.99 -0.65 4.40
H 5.31 -0.96 5.25
H 7.23 -0.81 3.69
H 6.81 -0.37 1.29
H 4.48 -0.08 0.46
C -4.34 1.12 -1.40
S -2.59 0.75 -1.17
C -2.15 1.06 -2.88
O -2.03 1.85 -0.29
H -4.42 2.15 -1.76
H -4.83 1.01 -0.43
H -4.76 0.42 -2.12
H -2.68 0.34 -3.51
H -1.12 0.93 -2.95
H -2.44 2.08 -3.15
C 0.30 6.00 -1.15
N -0.50 6.03 0.04
C -1.10 7.13 0.63
C -1.75 6.70 1.72
N -1.56 5.34 1.82
C -2.07 4.45 2.82
C -0.77 4.89 0.77
Se -0.27 3.21 0.42
H 0.38 7.01 -1.55
H -0.15 5.35 -1.90
H 1.30 5.61 -0.93
H -1.02 8.13 0.23
H -2.33 7.27 2.43
H -2.66 5.03 3.54
H -1.26 3.95 3.34
H -2.70 3.68 2.37
O 1.39 1.09 -0.97
C -2.02 -2.50 -1.13
C -2.14 -2.19 0.31
C -3.15 -3.00 1.10
O -1.38 -1.18 0.87
H -2.71 -3.31 -1.36
H -0.99 -2.80 -1.35
H -2.25 -1.67 -1.80
H -3.60 -3.72 0.43
H -3.97 -2.42 1.54
H -2.70 -3.55 1.92
F 2.30 -1.72 -8.26
C 1.16 -1.74 -7.55
C 1.17 -1.96 -6.23
N 0.03 -2.00 -5.48
C 0.14 -2.17 -4.03
C 0.64 -0.87 -3.34
O 1.55 -0.27 -3.92
O 0.06 -0.63 -2.27
C -1.20 -1.74 -6.04
O -2.26 -1.75 -5.43
N -1.16 -1.50 -7.41
C -0.07 -1.50 -8.26
O -0.20 -1.34 -9.46
H 2.09 -2.10 -5.68
H 0.87 -2.96 -3.83
H -0.81 -2.49 -3.63
H -2.06 -1.33 -7.83
*
```

The calculation puts the HOMO energy (spin up / spin down) at 0.65 / 0.68 eV.

---

Stability check: which of them is least stable? Q).